1.
C13H24Cl2O3W | ωB97M-V/def2-TZVPD

XYZ file:
```
43
Properties=species:S:1:pos:R:3:lowdin_spin:R:1
C -0.64 1.23 -1.76 0.02
C -1.47 0.11 -1.46 0.00
C -0.64 -1.02 -1.22 0.00
C -2.95 0.07 -1.61 0.00
C 0.72 -0.63 -1.42 0.03
C 0.73 0.77 -1.77 0.04
C 1.91 1.56 -2.17 0.01
C -1.13 2.56 -2.19 0.01
C -1.13 -2.39 -0.92 0.00
C 1.89 -1.55 -1.47 0.01
W 0.01 0.66 0.42 1.51
Cl -2.30 0.94 1.30 0.02
Cl 0.12 2.97 0.76 0.12
O 1.95 0.68 0.79 0.09
H -3.40 1.03 -1.35 0.00
H -3.39 -0.69 -0.94 0.00
H -3.26 -0.19 -2.63 0.00
H -1.95 -2.37 -0.20 0.00
H -0.32 -3.01 -0.52 0.00
H -1.49 -2.87 -1.84 0.00
H 1.80 -2.34 -0.72 0.00
H 2.82 -0.99 -1.30 0.00
H 1.95 -2.02 -2.46 0.00
H 2.82 1.15 -1.72 0.00
H 1.82 2.60 -1.84 0.00
H 2.03 1.56 -3.26 0.00
H -1.98 2.89 -1.58 0.00
H -1.47 2.53 -3.23 0.00
H -0.35 3.31 -2.12 0.00
H 2.29 -0.20 1.06 0.01
O 2.56 3.95 -0.15 0.01
H 3.38 4.32 0.29 0.00
C -1.33 -1.54 3.59 0.00
C -0.12 -0.87 2.97 0.02
C 1.18 -1.45 3.55 0.01
O -0.13 -1.00 1.56 0.07
H -1.29 -2.62 3.42 0.00
H -2.27 -1.16 3.18 0.00
H -1.36 -1.38 4.67 0.00
H -0.14 0.21 3.20 0.01
H 1.26 -2.52 3.32 0.00
H 2.09 -0.95 3.17 0.00
H 1.19 -1.32 4.64 0.00
```

Calculated values
- relative energy (zero: lowest compared OMol25 entry of this formula, charge and spin) (kJ/mol) = 203.36
- highest occupied orbital energy (spin up / spin down) (eV) = 0.73 / 0.67
- Kohn-Sham gap (spin up / spin down) (Ha) = 0.164 / 0.166
- multiplicity = 3
- total charge = -2
- LUMO (spin up / spin down) (eV) = 5.20 / 5.18

=====

2.
C31H54O27 | ωB97M-V/def2-TZVPD

XYZ file:
```
112
Properties=species:S:1:pos:R:3:lowdin_charge:R:1
C -2.47 1.42 0.74 0.01
C -1.89 1.58 -0.68 -0.25
C -1.71 3.04 -1.12 -0.05
O -0.47 2.90 -1.74 0.07
C 0.18 1.83 -1.36 -0.58
O 1.35 1.64 -1.64 0.12
O -0.58 1.02 -0.63 0.09
H -3.54 1.66 0.75 0.09
H -2.12 2.10 1.51 0.07
H -2.47 0.40 1.02 0.05
H -2.38 1.11 -1.39 0.10
H -1.56 3.80 -0.35 0.13
H -2.50 3.30 -1.81 0.15
C -1.99 -3.68 2.60 -0.03
C -3.32 -3.76 1.99 -0.31
C -4.49 -3.73 3.01 -0.05
O -5.23 -2.64 2.52 0.09
C -4.62 -1.97 1.57 -0.63
O -5.05 -0.98 1.00 0.12
O -3.55 -2.56 1.25 0.09
H -1.93 -2.74 3.13 0.09
H -1.18 -3.70 1.84 0.09
H -1.78 -4.51 3.25 0.10
H -3.41 -4.72 1.39 0.18
H -4.06 -3.31 3.92 0.14
H -4.93 -4.70 3.08 0.13
C 4.66 1.82 1.70 0.00
C 4.76 0.44 0.96 -0.24
C 3.49 0.12 0.10 -0.05
O 4.00 0.04 -1.24 0.07
C 5.28 0.14 -1.24 -0.63
O 5.95 -0.04 -2.24 0.14
O 5.75 0.45 -0.05 0.11
H 5.53 1.95 2.30 0.08
H 3.88 1.96 2.38 0.04
H 4.57 2.63 1.00 0.08
H 4.90 -0.39 1.68 0.16
H 2.64 0.85 0.18 0.12
H 3.17 -0.89 0.31 0.11
C -1.82 -2.16 -1.10 0.00
C -0.52 -2.15 -1.89 -0.31
C 0.71 -2.73 -1.16 -0.10
O 1.47 -3.29 -2.17 0.09
C 0.63 -3.46 -3.20 -0.52
O 0.80 -4.28 -4.16 0.09
O -0.52 -2.85 -3.08 0.10
H -2.17 -3.13 -0.70 0.10
H -2.58 -1.83 -1.77 0.09
H -1.80 -1.39 -0.34 0.06
H -0.34 -1.08 -2.19 0.15
H 0.56 -3.60 -0.50 0.14
H 1.30 -2.05 -0.52 0.11
C -2.50 -2.31 -5.52 -0.06
O -1.59 -1.37 -5.93 0.01
C -1.38 -0.19 -5.33 -0.43
O -1.98 0.17 -4.11 -0.09
O -0.39 0.47 -5.86 0.03
C 0.05 1.68 -5.14 0.01
H -1.94 -3.04 -5.02 0.07
H -2.96 -2.74 -6.43 0.11
H -3.33 -1.84 -4.95 0.11
H 0.34 1.32 -4.21 0.03
H -0.79 2.39 -5.06 0.11
H 0.93 2.14 -5.59 0.11
C -5.31 0.89 3.59 -0.05
O -4.92 1.99 2.86 -0.01
C -4.17 2.95 3.37 -0.40
O -3.86 2.97 4.75 -0.07
O -3.75 3.92 2.52 -0.01
C -2.96 4.96 3.04 -0.07
H -6.08 1.28 4.30 0.12
H -4.43 0.63 4.20 0.11
H -5.78 0.11 3.01 0.07
H -3.35 5.38 3.98 0.10
H -2.62 5.73 2.38 0.10
H -2.06 4.50 3.45 0.06
C 2.16 4.31 -0.01 -0.03
O 1.96 3.38 1.00 -0.02
C 1.02 3.53 1.91 -0.41
O 0.09 4.62 1.86 -0.07
O 1.01 2.52 2.73 0.01
C 0.07 2.57 3.83 0.00
H 2.98 3.95 -0.65 0.11
H 2.48 5.13 0.50 0.07
H 1.25 4.51 -0.59 0.11
H 0.07 3.47 4.36 0.08
H 0.35 1.82 4.57 0.09
H -0.94 2.31 3.52 0.09
C 4.16 -4.48 -5.09 -0.08
O 4.42 -3.26 -4.46 -0.04
C 3.52 -2.21 -4.64 -0.28
O 2.54 -2.40 -5.60 -0.04
O 3.74 -0.99 -3.95 -0.04
C 2.79 -0.01 -3.97 -0.12
H 4.05 -4.29 -6.17 0.10
H 3.25 -4.97 -4.61 0.11
H 4.98 -5.19 -4.92 0.09
H 1.87 -0.41 -3.62 0.08
H 2.73 0.36 -5.04 0.12
H 3.09 0.92 -3.42 0.10
C 3.43 -0.19 5.75 -0.02
O 3.20 -0.08 4.33 -0.03
C 1.94 -0.35 3.85 -0.46
O 0.92 -0.62 4.71 -0.03
O 1.78 -0.32 2.57 0.01
C 0.48 -0.59 2.07 -0.02
H 4.32 0.29 6.12 0.10
H 3.61 -1.22 5.94 0.09
H 2.55 0.24 6.14 0.08
H 0.54 -0.88 1.01 0.07
H -0.29 0.23 2.18 0.11
H 0.13 -1.54 2.56 0.10
```

Calculated values
- relative energy (zero: lowest compared OMol25 entry of this formula, charge and spin) (kJ/mol) = 799.09
- highest occupied orbital energy (eV) = -9.53
- SMILES string = C[C@H]1COC(=O)O1.C[C@H]1COC(=O)O1.C[C@H]1COC(=O)O1.C[C@H]1COC(=O)O1.COC(=O)OC.COC(=O)OC.COC(=O)OC.COC(=O)OC.COC(=O)OC
- Kohn-Sham gap (Ha) = 0.355
- multiplicity = 1
- LUMO (eV) = 0.13

=====

3.
C17H48F7HfN4O5P | ωB97M-V/def2-TZVPD

XYZ file:
```
83
Properties=species:S:1:pos:R:3:lowdin_charge:R:1
Hf 0.40 -13.36 -6.17 2.16
P 0.63 -12.26 -9.91 0.20
F 1.67 -11.20 -9.30 -0.13
F 1.86 -13.22 -10.26 -0.11
F 0.64 -13.01 -8.30 -0.31
F -0.38 -13.39 -10.39 -0.09
F -0.58 -11.35 -9.40 -0.11
F 0.63 -11.59 -11.34 -0.07
F -1.63 -13.23 -6.68 -0.37
C 0.12 -15.75 -8.71 -0.01
O 0.00 -15.40 -7.26 -0.24
H 0.91 -15.16 -9.17 0.07
H 0.40 -16.80 -8.74 0.11
H -0.84 -15.58 -9.20 0.09
H -0.42 -16.19 -6.90 0.10
C -6.68 -13.79 -4.45 -0.06
C -6.74 -12.68 -5.49 -0.42
C -5.53 -11.76 -5.42 -0.21
O -5.48 -11.12 -4.17 -0.16
C -4.43 -10.21 -4.04 -0.11
N -6.87 -13.28 -6.82 0.04
H -5.70 -14.27 -4.40 0.06
H -7.43 -14.57 -4.58 0.08
H -6.86 -13.40 -3.44 0.08
H -7.64 -12.10 -5.25 0.15
H -5.58 -11.05 -6.25 0.13
H -4.64 -12.40 -5.52 0.11
H -3.48 -10.66 -4.36 0.07
H -4.24 -10.00 -2.98 0.09
H -4.63 -9.25 -4.53 0.10
H -7.00 -12.54 -7.51 0.09
H -7.72 -13.82 -6.83 0.09
C 2.32 -16.50 -3.30 -0.01
C 1.41 -15.83 -4.32 -0.40
C -0.03 -15.72 -3.82 -0.14
O -0.76 -14.79 -4.67 -0.34
C -2.11 -14.66 -4.16 -0.03
N 1.88 -14.43 -4.67 -0.04
H 3.32 -16.53 -3.72 0.10
H 1.99 -17.51 -3.06 0.11
H 2.36 -15.95 -2.35 0.11
H 1.40 -16.39 -5.25 0.14
H -0.04 -15.28 -2.82 0.15
H -0.43 -16.73 -3.85 0.16
H -2.61 -15.63 -4.15 0.12
H -2.75 -14.05 -4.79 0.06
H -2.14 -14.25 -3.15 0.11
H 2.19 -14.11 -3.74 0.13
H 2.84 -14.58 -5.04 0.13
C 0.98 -9.06 -5.67 -0.04
C -0.30 -9.86 -5.87 -0.38
C -1.31 -9.01 -6.61 -0.20
O -2.42 -9.81 -6.92 -0.22
C -3.26 -9.26 -7.93 -0.05
N -0.05 -11.09 -6.70 -0.05
H 1.48 -8.91 -6.63 0.10
H 1.66 -9.55 -4.98 0.08
H 0.86 -8.07 -5.24 0.10
H -0.78 -10.10 -4.92 0.14
H -0.90 -8.62 -7.56 0.15
H -1.59 -8.12 -6.03 0.15
H -4.02 -10.01 -8.12 0.09
H -2.68 -9.08 -8.84 0.10
H -3.69 -8.31 -7.62 0.10
H 0.49 -10.68 -7.48 0.08
H -0.99 -11.15 -7.15 0.07
C -4.29 -14.55 -9.24 -0.04
C -4.42 -15.60 -8.13 -0.41
C -3.47 -16.77 -8.21 -0.23
O -3.43 -17.37 -9.48 -0.16
C -2.63 -18.53 -9.50 -0.10
N -4.24 -14.92 -6.84 0.04
H -3.23 -14.25 -9.28 0.07
H -4.87 -13.64 -9.10 0.07
H -4.47 -15.00 -10.22 0.08
H -5.44 -15.98 -8.15 0.15
H -3.80 -17.55 -7.51 0.13
H -2.47 -16.43 -7.87 0.10
H -2.56 -19.07 -8.55 0.09
H -1.58 -18.26 -9.68 0.07
H -3.00 -19.18 -10.29 0.10
H -4.96 -14.20 -6.76 0.02
H -3.39 -14.36 -6.87 0.02
```

Calculated values
- highest occupied orbital energy (eV) = -13.36
- Kohn-Sham gap (Ha) = 0.167
- multiplicity = 1
- total charge = +2
- LUMO (eV) = -8.83

=====

4.
C52H75FN3P3SScSi2 | ωB97M-V/def2-TZVPD

XYZ file:
```
138
Properties=species:S:1:pos:R:3:lowdin_charge:R:1
Sc 0.00 0.18 -0.49 0.67
C 2.37 1.48 -3.93 -0.10
C 2.88 2.30 -2.74 -0.54
C 4.10 1.66 -2.11 -0.10
P 1.46 2.50 -1.57 1.07
C 0.35 3.67 -2.50 -0.51
C 1.06 4.74 -3.32 -0.09
C -0.66 4.32 -1.54 -0.10
C 2.06 3.55 -0.20 -0.39
C 3.06 4.50 -0.44 -0.09
C 3.51 5.31 0.59 -0.06
C 2.98 5.17 1.86 -0.06
C 1.99 4.21 2.10 -0.09
C 1.50 3.39 1.07 -0.29
Si 0.15 2.08 1.40 0.61
C -1.50 3.02 1.54 -0.31
C -1.56 4.36 1.96 -0.09
C -2.76 5.05 2.02 -0.06
C -3.94 4.42 1.64 -0.06
C -3.90 3.10 1.22 -0.10
C -2.70 2.40 1.15 -0.37
P -2.66 0.63 0.66 1.04
C -3.29 -0.22 2.17 -0.54
C -2.23 -0.15 3.26 -0.12
C -4.63 0.28 2.71 -0.09
C -4.05 0.36 -0.55 -0.50
C -4.33 1.53 -1.51 -0.10
C -3.76 -0.94 -1.31 -0.11
C 0.64 1.55 3.15 -0.32
C 0.24 2.30 4.27 -0.11
C 0.84 2.12 5.51 -0.06
C 1.88 1.20 5.65 -0.06
C 2.25 0.43 4.56 -0.10
C 1.62 0.57 3.32 -0.40
P 2.01 -0.61 1.97 1.07
C 1.99 -2.20 2.97 -0.52
C 0.71 -2.33 3.79 -0.12
C 2.19 -3.46 2.12 -0.11
C 3.83 -0.36 1.73 -0.53
C 4.37 -1.18 0.56 -0.11
C 4.14 1.13 1.56 -0.10
H 3.16 1.38 -4.68 0.09
H 1.50 1.94 -4.41 0.08
H 2.08 0.49 -3.61 0.04
H 3.15 3.30 -3.09 0.09
H 3.86 0.66 -1.74 0.06
H 4.50 2.24 -1.27 0.06
H 4.89 1.56 -2.85 0.09
H -0.20 3.03 -3.19 0.06
H 1.67 5.40 -2.70 0.08
H 0.30 5.36 -3.80 0.09
H 1.68 4.32 -4.11 0.07
H -0.16 5.04 -0.90 0.09
H -1.16 3.59 -0.90 0.04
H -1.42 4.84 -2.12 0.09
H 3.50 4.61 -1.42 0.10
H 4.28 6.05 0.40 0.11
H 3.33 5.78 2.68 0.11
H 1.62 4.10 3.11 0.10
H -0.65 4.87 2.24 0.10
H -2.78 6.08 2.35 0.11
H -4.88 4.95 1.68 0.11
H -4.83 2.62 0.92 0.10
H -3.41 -1.25 1.83 0.07
H -2.13 0.88 3.63 0.08
H -1.24 -0.46 2.91 0.03
H -2.51 -0.76 4.13 0.09
H -4.54 1.29 3.11 0.08
H -4.93 -0.38 3.53 0.09
H -5.43 0.27 1.98 0.07
H -4.93 0.19 0.05 0.09
H -3.55 2.29 -1.52 0.05
H -5.26 2.04 -1.25 0.08
H -4.44 1.15 -2.53 0.08
H -2.84 -0.88 -1.90 0.05
H -4.58 -1.17 -1.99 0.09
H -3.64 -1.79 -0.63 0.04
H -0.55 3.04 4.17 0.10
H 0.51 2.70 6.36 0.11
H 2.38 1.08 6.60 0.11
H 3.03 -0.31 4.70 0.11
H 2.84 -2.11 3.65 0.10
H -0.16 -2.27 3.13 0.00
H 0.61 -1.56 4.55 0.07
H 0.69 -3.30 4.29 0.09
H 1.38 -3.58 1.41 0.02
H 2.19 -4.34 2.78 0.09
H 3.14 -3.47 1.58 0.06
H 4.31 -0.71 2.65 0.11
H 3.82 -0.96 -0.35 0.04
H 4.29 -2.25 0.73 0.05
H 5.42 -0.95 0.39 0.09
H 3.52 1.57 0.77 0.05
H 5.19 1.26 1.27 0.09
H 3.96 1.70 2.47 0.08
C 1.70 -2.82 -1.29 -0.18
Si 0.78 -2.32 -2.84 0.36
C -0.54 -3.56 -3.26 -0.15
C 2.07 -2.29 -4.19 -0.17
N 0.02 -0.78 -2.49 -0.15
C -0.69 -0.13 -3.49 -0.34
C -0.79 -0.49 -4.85 -0.03
C -1.53 0.25 -5.75 -0.07
C -2.22 1.40 -5.36 -0.07
C -2.17 1.78 -4.03 -0.04
C -1.43 1.00 -3.18 -0.25
F -1.37 1.35 -1.83 -0.12
H 2.78 -2.81 -1.46 0.04
H 1.43 -3.83 -0.97 0.02
H 1.52 -2.17 -0.43 -0.05
H -0.11 -4.55 -3.47 0.04
H -1.12 -3.26 -4.14 0.03
H -1.23 -3.65 -2.42 0.02
H 2.53 -3.28 -4.23 0.04
H 2.86 -1.57 -3.96 0.02
H 1.69 -2.06 -5.19 0.03
H -0.27 -1.38 -5.19 0.08
H -1.56 -0.07 -6.79 0.11
H -2.78 1.98 -6.08 0.11
H -2.69 2.65 -3.66 0.12
N -2.49 -3.63 2.86 0.12
C -1.94 -4.03 1.70 -0.78
S -1.24 -2.91 0.64 0.71
N -2.06 -5.36 1.50 0.07
C -1.50 -6.28 0.56 -0.22
C -0.52 -5.98 -0.37 -0.04
C -0.02 -6.99 -1.19 -0.07
C -0.50 -8.29 -1.10 -0.08
C -1.50 -8.58 -0.18 -0.07
C -1.99 -7.58 0.65 -0.03
H -2.39 -2.67 3.13 0.05
H -2.81 -4.28 3.56 0.12
H -2.62 -5.84 2.19 0.14
H -0.14 -4.98 -0.45 0.02
H 0.75 -6.75 -1.90 0.11
H -0.11 -9.06 -1.75 0.11
H -1.89 -9.58 -0.09 0.11
H -2.76 -7.82 1.38 0.11
```

Calculated values
- highest occupied orbital energy (eV) = -9.55
- Kohn-Sham gap (Ha) = 0.268
- multiplicity = 1
- total charge = +1
- LUMO (eV) = -2.26

=====

5.
C20H25ClO | ωB97M-V/def2-TZVPD

XYZ file:
```
47
Properties=species:S:1:pos:R:3:lowdin_charge:R:1
Cl 1.75 2.32 -6.72 0.63
O 2.51 -1.64 -1.69 -0.04
C 2.05 1.93 -3.97 -0.11
C -0.07 1.30 -4.93 -0.08
C 1.65 1.43 -2.76 -0.05
C -0.49 0.79 -3.64 -0.01
C -0.45 1.04 -0.23 0.01
C -0.48 -0.63 1.36 0.03
C 1.25 1.83 -5.11 -0.65
C 0.44 0.71 -2.56 -0.16
C 0.01 0.08 -1.18 -0.05
C 0.43 -1.23 -0.69 -0.11
C 0.07 -1.65 0.56 -0.18
C -0.83 0.70 1.05 -0.18
C 1.18 -2.09 -1.65 -0.22
C -0.61 -3.46 2.29 -0.05
C 1.87 -2.75 1.80 -0.03
C -2.69 1.00 2.70 -0.06
C -0.30 1.93 3.17 -0.03
C -1.89 2.95 1.32 -0.05
C 0.46 -2.94 1.17 -0.32
C -1.39 1.64 2.08 -0.52
H 2.39 -0.74 -1.28 0.09
H 2.96 2.51 -4.01 0.11
H -0.72 1.37 -5.84 0.10
H 2.23 1.51 -1.82 0.13
H -1.49 0.37 -3.48 0.11
H -0.51 1.96 -0.66 0.08
H -0.84 -1.02 2.35 0.11
H 0.79 -2.16 -2.66 0.13
H 1.21 -3.07 -1.31 0.09
H -1.71 -3.26 1.91 0.12
H -0.48 -4.54 2.52 0.08
H -0.46 -2.79 3.10 0.03
H 2.10 -3.45 2.48 0.02
H 2.69 -2.84 1.06 0.09
H 2.04 -1.78 2.35 0.11
H -3.39 1.65 3.33 0.09
H -2.40 0.23 3.46 0.07
H -3.34 0.57 1.85 0.11
H 0.65 2.18 2.66 0.10
H -0.50 2.79 3.81 0.09
H -0.15 1.07 3.71 0.04
H -0.96 3.52 1.04 0.09
H -2.59 2.78 0.51 0.08
H -2.34 3.52 2.16 0.08
H 0.33 -3.66 0.40 0.11
```

Calculated values
- relative energy (zero: lowest compared OMol25 entry of this formula, charge and spin) (kJ/mol) = 213.93
- highest occupied orbital energy (eV) = -8.99
- SMILES string = CC(C)c1cc(C(C)(C)C)cc(-c2ccc(Cl)cc2)c1CO
- Kohn-Sham gap (Ha) = 0.353
- multiplicity = 1
- LUMO (eV) = 0.62

=====

6.
C5H11N4Si | ωB97M-V/def2-TZVPD

XYZ file:
```
21
Properties=species:S:1:pos:R:3:lowdin_charge:R:1
C 3.30 0.72 -0.29 -0.12
C 1.48 -0.47 -0.11 -0.21
C 1.13 0.85 -0.03 -0.31
C 0.41 -1.53 0.24 -0.01
C -1.27 0.26 -0.43 -0.31
N 2.31 1.61 -0.16 0.13
N 2.85 -0.57 -0.18 0.11
N -0.14 1.40 0.07 0.10
N -1.00 -0.93 0.34 0.01
Si -3.16 0.82 -0.10 0.80
H 4.30 0.93 -0.27 0.10
H 0.23 -2.38 -0.45 0.14
H 0.67 -1.89 1.26 0.15
H -0.88 -0.03 -1.39 0.11
H 3.27 -1.46 -0.09 0.15
H -0.26 2.31 -0.18 0.08
H -1.58 -1.72 0.15 0.16
H -1.06 -0.67 1.26 0.13
H -3.71 -0.32 0.74 -0.04
H -4.05 1.09 -1.11 -0.11
H -2.83 1.99 0.73 -0.05
```

Calculated values
- relative energy (zero: lowest compared OMol25 entry of this formula, charge and spin) (kJ/mol) = 0.00
- highest occupied orbital energy (eV) = -11.79
- SMILES string = [SiH3][C@H]1Nc2nc[nH]c2C[NH2+]1
- Kohn-Sham gap (Ha) = 0.312
- multiplicity = 1
- total charge = +1
- LUMO (eV) = -3.31

=====

no.,calculated total energy (hartree),maximum force (eV Å⁻¹)
1,-1722.97015,2.04
2,-3244.85597,8.46
3,-2359.83837,7.38
4,-5052.56988,0.84
5,-1312.44578,4.12
6,-705.30296,6.62